[1]
# C35H45CoNO6PS3Si

C35H45CoNO6PS3Si as an isolated structure in a non-equilibrium geometry (wB97M-V/def2-TZVPD, the Open Molecules 2025 dataset).

E_LUMO (spin up / spin down) = 2.5 / 2.5 eV
orbital gap (spin up / spin down) = 6.6 / 6.7 eV
E = -5075.3097 hartree
charge = -1
multiplicity = 4

Last column: Mulliken charge in e.
Cartesian coordinates (Å):
Co  -0.931  -0.024  -0.129  -0.51
S  -1.749  1.164  1.798  -0.50
C  -1.430  -0.400  2.457  0.45
C  -1.321  -0.660  3.857  -0.98
C  -0.906  -1.852  4.272  -0.12
C  -0.575  -2.821  3.346  -0.89
C  -0.510  -2.503  2.006  -0.36
N  -1.024  -1.337  1.543  0.89
H  -1.593  0.143  4.569  0.38
H  -0.894  -1.979  5.358  0.42
H  -0.217  -3.855  3.566  0.32
H  -0.061  -3.113  1.227  0.33
O  -0.550  -1.326  -1.664  -0.56
S  -0.514  -2.839  -1.792  1.36
O  -0.155  -3.186  -3.153  -0.68
O  0.294  -3.492  -0.773  -0.80
C  -2.188  -3.305  -1.539  0.35
C  -2.487  -4.525  -2.150  -0.71
C  -3.810  -4.854  -2.487  -0.68
C  -4.815  -3.995  -2.136  -0.75
C  -4.516  -2.737  -1.607  -0.66
C  -3.207  -2.338  -1.366  -0.11
P  -3.163  -0.674  -0.672  1.96
C  -4.502  -0.719  0.529  0.62
C  -4.393  -1.266  1.827  -0.20
C  -5.370  -1.131  2.839  -0.81
C  -6.575  -0.537  2.435  -0.47
C  -6.755  -0.029  1.174  -0.82
C  -5.780  -0.170  0.151  -0.38
C  -3.584  0.498  -1.989  0.02
C  -3.443  0.148  -3.343  -0.11
C  -3.745  1.054  -4.423  -0.94
C  -4.248  2.304  -4.049  -0.44
C  -4.380  2.655  -2.689  -0.62
C  -3.998  1.794  -1.682  -0.11
H  -1.626  -5.175  -2.394  0.42
H  -4.004  -5.752  -3.095  0.33
H  -5.876  -4.290  -2.342  0.33
H  -5.315  -2.020  -1.542  0.30
H  -3.488  -1.796  2.065  0.45
H  -5.276  -1.679  3.800  0.37
H  -7.420  -0.411  3.127  0.32
H  -7.696  0.466  0.862  0.33
H  -6.035  0.043  -0.878  0.44
H  -2.973  -0.826  -3.533  0.33
H  -3.719  0.645  -5.394  0.47
H  -4.469  3.048  -4.768  0.42
H  -4.623  3.707  -2.385  0.30
H  -3.957  2.057  -0.605  0.39
C  5.617  -1.448  -1.081  -1.74
C  4.123  -1.341  -1.002  1.66
C  3.447  -1.568  -2.302  -1.17
C  3.596  -2.245  0.108  -1.25
O  3.930  0.037  -0.564  0.01
Si  2.988  1.132  0.170  -0.31
S  0.921  1.184  -0.654  -0.19
O  3.561  2.661  0.040  -0.17
C  3.746  3.605  -1.167  1.71
C  4.145  2.781  -2.353  -1.51
C  4.932  4.451  -0.720  -1.55
C  2.491  4.476  -1.209  -1.33
O  2.880  0.708  1.737  0.08
C  3.031  1.555  2.939  2.03
C  4.447  2.068  3.101  -1.85
C  2.018  2.699  2.805  -0.99
C  2.756  0.704  4.172  -1.67
H  6.065  -2.440  -1.334  0.36
H  6.077  -0.990  -0.146  0.28
H  5.857  -0.815  -1.945  0.39
H  3.745  -2.632  -2.629  0.37
H  3.848  -0.859  -3.044  0.31
H  2.368  -1.571  -2.168  0.01
H  3.937  -3.235  -0.016  0.55
H  2.515  -2.238  -0.130  0.25
H  3.784  -1.798  1.120  0.05
H  5.083  2.304  -2.188  0.36
H  4.183  3.465  -3.257  0.45
H  3.421  2.003  -2.440  0.26
H  5.856  3.916  -0.462  0.33
H  4.567  4.925  0.223  0.33
H  5.222  5.287  -1.424  0.30
H  1.594  3.956  -0.935  0.20
H  2.295  4.979  -2.196  0.31
H  2.497  5.304  -0.459  0.33
H  4.880  2.739  2.365  0.17
H  5.133  1.233  3.156  0.37
H  4.519  2.538  4.075  0.52
H  2.194  3.234  1.887  0.12
H  2.170  3.416  3.663  0.40
H  1.003  2.289  2.796  0.07
H  3.423  -0.133  4.063  0.42
H  1.786  0.237  4.117  0.20
H  2.921  1.317  5.062  0.41

---

[2]
# C35H45N2O2SSb2W

C35H45N2O2SSb2W as an isolated structure in a non-equilibrium geometry (wB97M-V/def2-TZVPD, the Open Molecules 2025 dataset).

E_LUMO (spin up / spin down) = -8.0 / -9.2 eV
orbital gap (spin up / spin down) = 7.5 / 6.4 eV
E = -2565.5186 hartree
charge = +3
multiplicity = 3

Last column: Mulliken charge in e.
Cartesian coordinates (Å):
W  -0.572  -0.065  -0.010  1.77
C  -1.997  0.325  1.753  -0.38
C  -0.968  -0.507  2.249  -0.51
C  0.245  0.229  2.179  -1.07
C  -0.035  1.525  1.656  -0.97
C  -1.421  1.587  1.410  -0.56
H  -3.050  0.095  1.780  0.77
H  -1.116  -1.458  2.737  0.66
H  1.189  -0.091  2.593  1.21
H  0.673  2.335  1.560  0.54
H  -1.968  2.464  1.102  0.95
C  3.600  -0.411  1.032  -1.32
Sb  1.938  -1.327  0.090  0.49
C  2.850  -2.398  -1.486  -0.93
C  1.542  -2.956  1.462  -0.82
C  1.587  -4.297  0.792  0.20
C  2.788  -5.004  0.789  -0.63
C  2.898  -6.239  0.174  -0.76
C  1.792  -6.790  -0.456  -0.75
C  0.588  -6.105  -0.445  -0.76
C  0.460  -4.862  0.175  0.88
C  -0.906  -4.227  0.205  -1.32
Sb  -1.153  -2.550  -1.114  0.71
C  -0.120  -3.279  -2.819  -1.23
C  -3.159  -2.758  -1.744  -1.45
H  4.194  0.135  0.303  0.44
H  4.194  -1.227  1.444  0.45
H  3.301  0.265  1.829  0.46
H  3.859  -2.606  -1.130  0.54
H  2.897  -1.823  -2.407  0.17
H  2.320  -3.335  -1.629  0.20
H  0.574  -2.771  1.926  0.07
H  2.307  -2.875  2.235  0.91
H  3.650  -4.583  1.294  0.47
H  3.836  -6.777  0.200  0.45
H  1.860  -7.757  -0.935  0.45
H  -0.282  -6.557  -0.908  0.43
H  -1.214  -3.924  1.207  0.54
H  -1.648  -4.941  -0.155  0.75
H  -0.861  -3.417  -3.606  0.64
H  0.313  -4.241  -2.545  0.50
H  0.662  -2.614  -3.173  0.09
H  -3.220  -3.694  -2.298  0.54
H  -3.439  -1.926  -2.387  0.39
H  -3.827  -2.806  -0.887  0.39
C  -0.745  1.616  -4.074  -0.95
S  -0.091  0.151  -3.312  0.70
O  0.296  0.511  -1.849  -0.92
C  1.476  0.046  -4.131  0.60
C  1.490  -0.567  -5.378  -0.52
C  2.688  -0.631  -6.074  -0.74
C  3.843  -0.096  -5.518  -0.61
C  3.811  0.504  -4.265  -0.66
C  2.621  0.584  -3.557  -0.55
H  -0.101  2.467  -3.865  0.37
H  -1.756  1.770  -3.713  0.04
H  -0.748  1.396  -5.143  0.69
H  0.590  -1.000  -5.802  0.49
H  2.719  -1.099  -7.048  0.45
H  4.774  -0.150  -6.064  0.45
H  4.715  0.923  -3.845  0.48
H  2.580  1.062  -2.588  0.50
C  -5.672  3.788  -0.930  -1.01
N  -5.046  2.464  -0.964  -0.11
N  -3.715  2.276  -1.248  1.16
C  -3.393  0.990  -0.924  -0.07
O  -2.212  0.486  -1.163  -0.61
C  -4.539  0.381  -0.420  -0.94
C  -5.549  1.334  -0.452  0.32
C  -6.966  1.234  -0.018  -1.73
C  -2.986  3.248  -2.009  -0.47
C  -3.577  3.761  -3.159  0.42
C  -2.914  4.737  -3.886  -0.93
C  -1.667  5.190  -3.472  -0.49
C  -1.071  4.640  -2.346  -0.99
C  -1.725  3.662  -1.609  0.19
H  -4.898  4.549  -0.923  0.35
H  -6.254  3.863  -0.015  0.44
H  -6.318  3.926  -1.794  0.37
H  -4.635  -0.640  -0.095  0.55
H  -7.193  0.213  0.277  0.43
H  -7.640  1.521  -0.825  0.37
H  -7.161  1.886  0.835  0.40
H  -4.538  3.392  -3.495  0.59
H  -3.375  5.144  -4.776  0.46
H  -1.164  5.971  -4.025  0.46
H  -0.093  4.979  -2.030  0.47
H  -1.243  3.230  -0.745  0.05

---

Question: The lowest charge belongs to which entry?
Answer: C35H45CoNO6PS3Si

---

Question: What is the charge in the first record?
Answer: -1

---

Question: Look up the E of the second one.
Answer: -2565.5186 hartree

---

Question: Which of these has the highest E?
Answer: C35H45N2O2SSb2W